Record 1
A structure of composition C32H55F6N3NaO10PS5. Source: OMol25; level of theory: the ωB97M-V functional and the def2-TZVPD basis.

Cartesian coordinates (Å):
H (0.13, 8.08, 3.46)
H (6.30, -4.68, 5.03)
C (-0.24, 3.56, -6.34)
H (-1.31, 2.87, -3.45)
H (7.36, 2.46, -1.42)
H (0.57, 2.09, -4.83)
C (-6.55, 0.07, -2.57)
C (5.74, -2.45, 3.17)
C (-7.86, -0.31, -2.81)
H (-3.96, -1.76, 6.06)
H (4.30, -2.85, 4.92)
C (6.04, 4.16, -2.01)
O (7.97, -3.44, 2.04)
H (-2.79, 4.51, -4.46)
C (-2.80, -4.23, -6.85)
H (-4.91, -1.35, 3.16)
S (0.88, 6.34, 1.93)
O (-5.98, -4.44, 5.95)
H (-3.68, -3.42, 3.48)
C (-8.02, -1.35, -1.88)
C (-1.07, 6.22, 3.76)
H (4.03, 4.11, -2.86)
H (-3.33, -4.90, -8.88)
H (-6.43, -2.55, -0.81)
H (6.92, 4.77, -2.21)
H (-5.99, 0.82, -3.11)
C (4.78, -3.35, 4.08)
H (-1.26, -6.40, -9.05)
H (-1.37, -2.42, -6.90)
C (0.95, 1.06, 6.96)
H (0.50, 3.68, -7.11)
Na (3.66, -3.58, -3.12)
H (-4.87, -0.68, -1.50)
N (-5.86, -0.70, -1.70)
C (0.06, 4.69, 2.16)
H (6.54, -2.08, 3.81)
C (0.45, 0.14, 7.85)
H (-0.14, 4.28, 1.17)
C (-5.06, -1.35, 4.24)
S (6.25, 1.97, -3.54)
H (-1.49, 4.09, 3.51)
O (7.53, 1.73, -4.12)
H (-3.11, -4.17, 4.91)
H (-3.57, -6.08, -7.64)
F (0.44, -1.68, -1.95)
O (0.60, -4.54, -6.82)
C (-0.37, 7.28, 2.92)
H (-1.13, -6.60, -7.32)
C (-1.43, -5.90, -8.10)
O (5.30, 0.84, -3.46)
C (5.02, 4.38, -3.21)
F (-1.04, -2.68, -0.36)
H (6.47, 3.83, -4.83)
C (0.23, 0.72, 9.05)
H (-2.96, -1.31, 4.75)
S (-0.31, -4.37, -7.96)
H (3.99, -3.66, 3.40)
N (1.02, 2.22, 7.65)
C (-1.75, -3.27, -7.47)
O (0.12, -3.99, -9.32)
H (0.70, 4.09, 2.80)
F (-0.94, -0.30, -0.61)
C (-3.83, -3.43, 4.56)
H (-2.03, 5.04, 2.20)
H (4.94, 5.42, -3.51)
H (5.37, -5.70, 2.37)
H (-8.98, -1.81, -1.69)
S (-5.61, -3.95, 4.68)
H (-1.54, 5.07, -7.04)
H (-5.18, -0.34, 4.64)
N (-1.15, 3.24, -4.38)
O (0.77, 6.71, 0.51)
C (-6.77, -1.70, -1.39)
H (-8.58, 0.20, -3.43)
H (1.56, 3.00, 7.31)
H (4.90, 3.22, -5.27)
H (-2.04, 6.45, 4.19)
O (-6.08, -4.52, 3.43)
C (-1.90, 4.19, -4.98)
H (5.58, 4.57, -1.11)
H (-1.12, 7.76, 2.29)
S (6.53, -3.59, 2.00)
H (0.70, 2.85, 9.58)
H (-0.51, 5.95, 4.65)
H (0.31, -0.92, 7.69)
C (-3.84, -1.92, 4.99)
C (5.51, -4.68, 4.28)
C (-1.20, 4.94, 2.90)
H (-7.23, -2.07, 4.25)
O (2.18, 6.32, 2.62)
C (-1.30, 4.40, -6.22)
P (0.15, -1.53, -0.36)
H (-2.47, -4.68, -5.91)
F (0.11, -1.41, 1.31)
C (-2.91, -5.28, -7.95)
H (5.27, -1.58, 2.72)
C (-6.23, -2.18, 4.66)
F (1.23, -2.70, -0.14)
F (1.36, -0.38, -0.51)
H (-2.20, -2.79, -8.34)
H (5.58, 2.36, -1.16)
C (6.38, 2.72, -1.81)
C (0.69, 1.98, 8.93)
H (-3.70, -3.65, -6.65)
H (7.06, -5.64, 3.04)
H (-6.33, -1.83, 5.69)
C (6.10, -5.12, 2.92)
H (-0.05, 0.30, 10.01)
C (5.52, 3.48, -4.41)
C (-0.12, 2.84, -5.18)
H (4.80, -5.39, 4.71)
O (5.82, -3.65, 0.70)
H (1.26, 1.19, 5.93)

Properties
E_HOMO (eV): -7.7
LUMO level (eV): -2.1161
Electronic energy (eV): -143207.1016
Net charge: 0

***

Record 2
A structure of composition C32H56AsBrF6N6ORhS3Si. Source: OMol25; level of theory: the ωB97M-V functional and the def2-TZVPD basis.

Cartesian coordinates (Å):
C (-0.06, 2.38, 0.92)
C (2.85, -3.87, 1.09)
H (-5.84, 1.47, -4.82)
C (2.57, 2.54, -2.92)
H (1.94, 0.75, -5.13)
H (-2.95, 5.37, -1.54)
C (-4.97, -3.95, 2.20)
Rh (-1.48, 1.17, -1.38)
O (0.53, 1.32, -1.91)
H (1.42, -3.41, -0.48)
H (4.19, -2.04, 5.14)
C (-3.70, -2.92, 4.00)
H (4.91, -4.37, 0.58)
Br (1.67, -0.69, 0.47)
H (-6.98, 1.42, -2.63)
C (2.36, -3.94, -0.34)
H (-6.17, -5.63, 2.74)
N (-5.13, 2.18, -2.16)
S (-2.95, 2.92, -0.83)
H (-5.57, 3.21, -4.71)
H (4.57, -4.38, 2.33)
H (5.19, -2.46, 3.75)
As (-2.64, 0.94, -4.95)
C (-3.76, 5.59, -2.23)
H (-3.94, -3.82, 5.92)
H (3.92, -5.64, 1.30)
C (-4.30, 3.17, -1.92)
C (1.23, 4.37, 0.50)
C (1.77, -4.19, 2.08)
H (-3.02, -2.14, 4.33)
C (3.88, -0.01, 3.40)
C (4.16, -4.57, 1.34)
H (3.35, 0.72, 2.78)
H (2.42, 3.31, -2.16)
H (5.08, -2.94, -1.02)
C (6.23, -1.71, 1.14)
C (-4.07, -2.97, 2.65)
S (-2.57, -0.66, -0.61)
C (1.46, 0.42, -4.21)
H (2.11, -4.20, 3.11)
H (4.04, -1.60, -1.56)
Si (3.37, -1.73, 1.39)
N (-1.52, 0.68, 1.49)
C (-5.10, -4.83, 4.42)
H (-6.93, 3.15, -2.48)
H (-0.22, 3.60, -0.86)
H (-4.81, 1.26, -1.89)
N (-3.59, -2.07, 1.73)
F (-1.15, 1.61, -5.53)
C (-4.22, -3.85, 4.87)
H (2.18, -5.01, -0.50)
H (5.79, -1.43, -1.55)
N (-1.02, 1.45, 0.51)
H (1.45, -5.22, 1.84)
H (1.36, -2.36, 3.78)
C (0.28, 3.46, 0.09)
H (0.26, 1.45, 2.82)
H (3.74, -3.41, 4.14)
C (0.55, 2.25, 2.17)
H (4.07, 0.67, -0.19)
N (-2.73, -1.12, 2.08)
H (7.09, -1.40, 0.54)
C (4.98, 0.27, 0.25)
H (4.94, 0.04, 3.18)
H (0.89, -3.55, 1.97)
H (2.97, 2.99, -3.83)
H (-4.37, 6.37, -1.77)
H (1.92, -1.12, 4.89)
H (0.56, -0.14, -4.46)
C (-5.48, -4.88, 3.08)
H (5.81, 0.51, -0.42)
H (-3.93, -2.13, 0.78)
F (-2.98, 2.47, -4.21)
N (-4.57, 4.39, -2.36)
H (6.34, -1.25, 2.12)
S (0.96, 1.87, -3.29)
H (-5.37, 4.48, -2.97)
C (4.95, -1.85, -1.01)
H (-5.51, -5.55, 5.12)
H (3.22, 1.76, -2.55)
C (3.30, -1.44, 3.29)
F (-2.15, -0.61, -5.47)
C (1.86, 4.23, 1.73)
H (1.47, 5.22, -0.14)
H (1.26, -0.66, 3.32)
C (-6.24, 2.40, -4.41)
C (1.51, 3.17, 2.56)
F (-3.52, 1.30, -6.35)
H (3.75, 0.29, 4.45)
H (-4.04, 6.28, -4.26)
C (1.87, -1.40, 3.83)
H (2.14, -0.16, -3.59)
C (-6.39, 2.30, -2.89)
H (5.16, 0.80, 1.18)
C (-2.26, -0.34, 1.08)
H (-2.62, 6.94, -3.47)
H (6.30, -2.79, 1.26)
C (-3.23, 6.04, -3.58)
F (-1.70, 0.55, -3.37)
H (3.08, -3.61, -1.08)
F (-3.99, 0.26, -4.12)
C (4.16, -2.40, 4.10)
H (-5.26, -3.97, 1.15)
H (1.97, 3.08, 3.54)
H (-7.22, 2.58, -4.85)
H (2.59, 4.96, 2.05)
H (-2.62, 5.26, -4.04)
C (4.95, -1.26, 0.41)

Properties
Expectation value of S²: 8.80
E_HOMO (spin up / spin down) (eV): -11.4 / -13.0
LUMO level (spin up / spin down) (eV): -5.2723 / -8.5698
Electronic energy (eV): -235646.5491
Multiplicity: 6
Net charge: +2
Energy relative to the best compared isomer or geometry (same formula, charge and spin) (kcal/mol): 0.0

***

Record 3
A structure of composition C32H56ClN9O7PSiV. Source: OMol25; level of theory: the ωB97M-V functional and the def2-TZVPD basis.

Cartesian coordinates (Å):
C (-0.30, 4.15, 0.90)
H (2.73, -0.50, 4.89)
H (0.34, -4.82, -0.34)
C (0.25, 2.13, -4.19)
O (-0.72, -4.53, 1.45)
H (-4.75, 3.73, -3.86)
H (-3.05, 4.73, -2.01)
H (-3.75, -3.93, 3.63)
H (-0.83, -0.25, 2.09)
H (-5.23, 1.75, -0.26)
N (2.37, 0.01, 2.21)
H (-1.29, -5.48, -1.06)
C (-4.48, -5.39, -0.02)
C (-2.12, -5.32, -0.39)
C (-4.03, -1.59, -3.40)
C (-4.78, -1.48, -0.04)
Cl (-6.10, -5.70, -0.60)
C (-4.10, 1.77, -3.17)
H (2.92, -0.72, -3.29)
H (4.68, -0.79, 1.63)
H (0.46, 4.81, -1.04)
H (-6.93, -1.41, -0.13)
C (1.10, 2.84, -0.54)
C (-2.28, -3.21, -3.51)
H (0.00, 4.49, 1.89)
C (-0.03, -0.79, -4.84)
O (1.98, 2.54, -1.31)
H (-5.00, 1.16, -3.02)
H (-4.01, -1.68, 0.72)
O (1.85, -2.59, 1.28)
H (-3.55, -6.01, -1.84)
C (2.59, 0.23, -3.72)
C (-1.95, -2.29, -2.35)
O (-1.39, 2.15, 1.72)
Si (0.73, 0.42, -3.62)
N (0.24, 1.97, 0.09)
H (-5.09, 3.40, -2.16)
H (-1.12, -0.82, -4.73)
C (0.78, 4.28, -0.15)
O (-1.95, -0.08, -0.37)
N (-2.92, -1.19, -2.52)
H (-7.05, 0.71, 0.85)
C (-0.57, 2.65, 0.97)
H (-1.80, -2.86, -4.43)
H (-4.99, -1.39, -2.94)
H (2.20, 1.19, 4.71)
H (0.20, -0.48, -5.86)
H (-1.23, 4.65, 0.66)
H (-3.98, -1.04, -4.35)
N (-4.54, -0.19, -0.70)
H (-5.16, -4.74, 1.90)
P (-3.03, 0.00, -1.40)
C (-0.52, -0.35, 4.41)
H (4.67, -0.34, 0.01)
C (2.89, -0.12, 0.93)
N (0.85, -0.26, 3.94)
C (-4.30, -4.90, 1.26)
C (-3.40, -5.61, -0.84)
C (1.86, 0.17, 4.89)
C (1.05, -0.18, 2.59)
H (2.69, -0.11, -0.99)
C (-6.10, 0.21, 1.06)
H (-6.32, -1.95, 1.44)
C (0.47, -4.40, 0.66)
H (-4.11, 1.09, 0.94)
O (0.19, -2.18, -0.17)
H (-1.04, -1.15, 3.88)
O (0.18, 0.10, -2.13)
N (-3.09, 1.45, -2.16)
C (-4.94, 0.84, 0.27)
C (-4.37, 3.25, -2.96)
C (-6.14, -1.26, 0.62)
H (1.25, -4.94, 1.19)
H (1.44, 0.13, 5.89)
H (0.35, -1.80, -4.70)
C (-3.03, -4.62, 1.74)
N (4.27, -0.18, 0.92)
H (-1.35, 2.58, -1.75)
C (0.90, -2.92, 0.58)
N (2.17, -0.08, -0.12)
H (3.09, 1.05, -3.20)
C (-1.93, -4.82, 0.89)
H (-4.29, -3.66, -2.85)
H (-0.92, -1.91, -2.37)
N (0.12, -0.22, 1.72)
H (-2.36, 3.92, -3.42)
H (-1.95, -4.24, -3.33)
H (-1.07, 0.58, 4.27)
C (-3.00, 3.78, -2.54)
V (0.20, -0.05, -0.28)
H (-0.51, -0.62, 5.46)
H (-0.83, 2.21, -4.32)
H (-3.72, 1.58, -4.18)
H (-4.18, -3.41, -4.60)
H (-2.10, -2.79, -1.39)
H (-4.77, -2.30, -0.75)
H (-2.67, 2.83, -0.60)
H (-2.23, -3.19, 3.12)
H (-5.92, 0.30, 2.13)
H (1.69, 4.76, 0.21)
H (0.72, 2.34, -5.16)
H (-2.23, -4.83, 3.72)
H (0.58, 2.89, -3.49)
C (-3.80, -3.08, -3.64)
H (3.06, -0.09, 2.94)
C (-2.43, 2.67, -1.66)
H (2.93, 0.24, -4.76)
C (-2.80, -4.11, 3.13)

Properties
Expectation value of S²: 2.01
E_HOMO (spin up / spin down) (eV): -7.7 / -8.0
LUMO level (spin up / spin down) (eV): 0.2801 / 0.2785
Electronic energy (eV): -117224.0680
Multiplicity: 3
Net charge: 0
Energy relative to the best compared isomer or geometry (same formula, charge and spin) (kcal/mol): 6.2

***

Record 4
A structure of composition C32H56InN2O3P2. Source: OMol25; level of theory: the ωB97M-V functional and the def2-TZVPD basis.

Cartesian coordinates (Å):
H (2.32, -1.07, -2.85)
N (-2.68, -0.86, 0.18)
C (-1.71, 3.07, -1.39)
H (-1.04, -4.19, -2.99)
H (-7.34, -1.66, 2.88)
H (-0.77, 2.34, 2.11)
H (-1.63, -1.64, 2.27)
C (3.95, -0.21, 2.34)
C (3.89, -1.12, -1.37)
H (2.23, -3.81, -1.97)
C (5.88, 0.51, -0.70)
C (4.22, 2.13, -1.80)
H (-6.36, -1.91, 0.68)
H (-6.59, -0.07, 3.13)
H (-1.66, -4.44, -0.52)
C (4.58, 1.58, -3.17)
O (-1.78, -0.21, -1.83)
H (-4.03, 1.69, 0.85)
H (0.00, -2.88, -3.67)
C (1.43, -4.18, -1.32)
H (6.73, 0.79, -1.35)
C (-6.11, 2.14, 1.19)
C (-0.71, -3.14, -2.88)
H (-5.57, -1.54, 3.00)
H (4.37, 0.77, 2.08)
C (-3.81, -1.01, 0.90)
H (1.29, -3.39, 2.23)
H (0.06, 1.52, -3.63)
O (-6.26, 0.23, -1.49)
H (4.21, 2.29, -3.94)
H (4.89, 2.25, 0.29)
H (1.85, -4.30, -0.31)
P (0.09, -2.93, -1.27)
H (-2.11, 2.88, -0.39)
H (-0.59, -2.73, 3.22)
H (2.40, -3.04, 3.57)
H (6.30, 0.37, 0.32)
H (-1.78, 4.14, -1.61)
H (5.93, -1.21, -2.08)
C (-0.87, -1.68, 3.07)
H (3.44, -2.01, -0.89)
H (4.38, -0.51, 3.31)
H (2.48, 2.71, 3.37)
C (2.09, -2.72, 2.56)
H (-6.44, 2.23, 0.15)
O (-3.81, -1.80, 1.88)
H (-0.55, -3.97, 0.83)
C (0.30, -0.86, 2.74)
H (-6.95, 1.80, 1.80)
H (0.44, 4.41, -0.01)
P (0.01, 2.48, -1.43)
C (1.63, -1.31, 2.55)
C (1.64, 0.99, 2.43)
C (-5.21, 0.00, -0.89)
H (-1.12, 1.72, 3.73)
H (2.94, 2.54, 1.67)
C (-6.36, -0.91, 1.13)
H (4.30, -0.95, 1.60)
C (4.02, 0.17, -3.56)
H (-7.24, -0.38, 0.73)
H (-1.56, -2.45, -2.96)
H (5.70, -1.66, -0.40)
H (-1.37, -1.33, 3.98)
H (-4.05, 0.13, -2.58)
H (-1.78, -2.81, 0.25)
H (-0.20, 3.30, -3.73)
C (3.23, -0.57, -2.50)
H (1.44, 2.62, -3.43)
H (1.04, -5.13, -1.70)
H (1.30, 3.07, 2.10)
H (-2.31, 2.49, -2.10)
C (0.36, 2.50, -3.23)
H (1.96, 3.70, -0.62)
H (-4.66, 1.04, 2.36)
H (3.75, 3.12, -1.83)
C (2.46, -0.17, 2.40)
C (-5.09, -0.18, 0.63)
C (-0.90, 1.42, 2.69)
H (-5.81, 3.14, 1.54)
In (2.89, 0.71, -0.68)
C (-1.09, -3.62, -0.07)
C (-4.91, 1.21, 1.30)
C (5.39, -0.93, -1.17)
H (3.37, 0.30, -4.45)
H (5.68, 1.56, -3.31)
C (2.11, 2.39, 2.38)
H (4.86, -0.45, -3.93)
H (2.95, -2.86, 1.89)
C (0.93, 3.98, -0.90)
C (-6.47, -1.04, 2.64)
H (0.96, 4.73, -1.70)
C (-2.75, -0.38, -1.08)
N (-4.02, -0.09, -1.58)
C (4.87, 1.65, -0.63)
H (-1.78, 0.89, 2.31)
C (0.29, 0.56, 2.61)

Properties
E_HOMO (spin up / spin down) (eV): -9.8 / -9.8
LUMO level (spin up / spin down) (eV): -5.8575 / -5.8771
Electronic energy (eV): -66954.7229
Net charge: +1

***

- Look up the electronic energy of the third one.
  -117224.0680 eV

***

- Look up the electronic energy of the first one.
  -143207.1016 eV

***

- Which of these has the lowest electronic energy?
  C32H56AsBrF6N6ORhS3Si